C15H29CuF6N4O8S2 | ωB97M-V with the def2-TZVPD basis set

```
65
Properties=species:S:1:pos:R:3
Cu 3.83 14.96 29.54
C 7.73 17.54 28.80
F 8.89 18.08 28.70
F 7.84 16.31 28.32
F 7.35 17.51 30.06
S 6.45 18.70 27.73
O 5.73 19.49 28.71
O 7.20 19.47 26.73
N 5.26 17.48 27.37
S 5.24 17.55 25.82
O 5.04 18.82 25.23
O 6.23 16.64 25.27
C 3.66 16.63 25.39
F 3.55 15.58 26.25
F 2.58 17.43 25.43
F 3.67 16.22 24.15
C -1.23 19.45 28.80
C 0.10 19.34 29.50
C 0.73 20.72 29.52
O -0.38 21.57 29.17
C -1.29 20.88 28.31
H -2.05 19.31 29.51
H -1.34 18.62 28.10
H 0.89 18.72 29.05
H 0.02 18.88 30.49
H 1.49 20.88 28.75
H 1.13 21.07 30.47
H -1.04 21.04 27.27
H -2.27 21.33 28.50
C 2.79 17.39 34.77
C 2.56 15.91 34.49
O 3.33 15.40 33.69
N 1.52 15.31 35.04
C 1.21 13.86 34.85
H 1.76 17.72 34.88
H 3.36 17.89 33.98
H 3.34 17.58 35.69
H 0.94 15.80 35.69
H 0.70 13.48 35.74
H 2.16 13.32 34.83
H 0.60 13.70 33.97
C 8.28 10.54 30.43
C 7.39 11.47 31.21
O 6.25 11.77 30.81
N 7.66 11.71 32.52
C 8.73 11.11 33.38
H 7.76 10.46 29.47
H 8.21 9.55 30.88
H 9.34 10.80 30.49
H 7.01 12.39 32.91
H 8.54 10.03 33.33
H 8.87 11.47 34.40
H 9.68 11.32 32.91
C -2.13 12.61 28.90
C -0.73 12.13 28.93
O 0.29 12.85 29.14
N -0.48 10.90 28.53
C 0.88 10.36 28.40
H -2.34 13.33 29.69
H -2.76 11.75 29.15
H -2.38 12.96 27.90
H -1.18 10.27 28.17
H 1.21 9.78 29.26
H 1.71 10.96 28.03
H 0.79 9.63 27.59
```

Energy relative to the best compared isomer or geometry (same formula, charge and spin) (kcal/mol): 170.2
Orbital gap (hartree): 0.1945
Total energy (Eh): -4445.7231

For reference, the natural (NBO) charges in units of e are: 0.98, 0.80, -0.30, -0.32, -0.32, 2.05, -0.94, -0.85, -1.18, 2.21, -0.92, -0.96, 0.72, -0.36, -0.33, -0.30, -0.44, -0.44, -0.07, -0.54, -0.07, 0.20, 0.22, 0.21, 0.20, 0.18, 0.19, 0.17, 0.19, -0.70, 0.67, -0.67, -0.61, -0.42, 0.21, 0.25, 0.23, 0.40, 0.21, 0.22, 0.21, -0.72, 0.68, -0.67, -0.62, -0.42, 0.26, 0.23, 0.23, 0.41, 0.20, 0.23, 0.20, -0.70, 0.66, -0.69, -0.59, -0.42, 0.25, 0.22, 0.25, 0.40, 0.20, 0.23, 0.20

C15H29CuN7SSeSi | ωB97M-V with the def2-TZVPD basis set

```
55
Properties=species:S:1:pos:R:3
Cu -0.43 -2.38 0.43
N 1.55 -6.29 -0.16
C 1.03 -5.08 0.24
S -0.60 -4.74 -0.19
N 1.85 -4.35 0.97
N 1.30 -3.16 1.31
C 1.77 -2.51 2.30
C 1.10 -1.27 2.66
C 1.72 -0.31 3.46
C 1.06 0.88 3.71
C -0.20 1.07 3.17
C -0.75 0.06 2.41
N -0.14 -1.10 2.17
H 1.07 -6.72 -0.93
H 2.56 -6.32 -0.19
H 2.64 -2.86 2.86
H 2.72 -0.48 3.82
H 1.53 1.65 4.30
H -0.75 2.00 3.32
H -1.73 0.18 1.95
C 4.47 3.01 0.12
Si 2.63 2.68 -0.19
C 2.20 3.60 -1.80
C 1.71 3.64 1.17
Se 2.13 0.54 -0.24
H 4.69 4.08 0.13
H 5.07 2.54 -0.66
H 4.77 2.58 1.07
H 2.52 4.65 -1.77
H 1.13 3.58 -1.98
H 2.69 3.12 -2.65
H 1.99 4.70 1.19
H 1.92 3.20 2.15
H 0.63 3.57 1.01
C -4.43 -0.56 -0.86
N -3.28 -1.20 -1.47
C -3.20 -2.62 -1.18
C -2.08 -0.49 -1.45
N -1.01 -1.00 -0.98
N -2.16 0.79 -1.98
C -1.04 1.69 -1.80
C -2.95 1.04 -3.17
H -4.44 -0.71 0.23
H -5.35 -0.98 -1.27
H -4.42 0.51 -1.05
H -4.14 -3.08 -1.50
H -3.05 -2.82 -0.12
H -2.37 -3.06 -1.72
H -0.18 -0.43 -1.14
H -0.25 1.53 -2.54
H -0.59 1.56 -0.82
H -1.40 2.72 -1.90
H -3.64 0.22 -3.34
H -2.30 1.15 -4.04
H -3.52 1.97 -3.06
```

Net charge: -1
Energy relative to the best compared isomer or geometry (same formula, charge and spin) (kcal/mol): 2.4
Orbital gap (hartree): 0.2349
Total energy (Eh): -5702.0016

For reference, the natural (NBO) charges in units of e are: 0.83, -0.82, 0.28, -0.50, -0.46, -0.29, 0.00, 0.19, -0.22, -0.16, -0.27, 0.06, -0.50, 0.39, 0.38, 0.18, 0.22, 0.21, 0.21, 0.19, -1.12, 1.40, -1.12, -1.12, -0.96, 0.21, 0.23, 0.23, 0.21, 0.21, 0.23, 0.21, 0.22, 0.22, -0.40, -0.46, -0.41, 0.62, -0.87, -0.46, -0.44, -0.41, 0.18, 0.19, 0.21, 0.19, 0.19, 0.24, 0.42, 0.20, 0.25, 0.19, 0.22, 0.19, 0.18

C15H29F2InNO20P3S2 | ωB97M-V with the def2-TZVPD basis set

```
73
Properties=species:S:1:pos:R:3
In 1.20 -0.62 -0.91
N -1.01 -2.40 -0.66
S -1.10 -3.88 -0.89
O -1.48 -4.44 -2.18
O -1.20 -4.80 0.25
F 0.48 -3.96 -1.19
S -2.71 -2.34 -0.49
O -3.29 -3.13 0.56
O -3.47 -2.24 -1.70
F -2.78 -0.85 0.15
C 2.48 3.35 -4.20
C 2.29 2.11 -3.42
C 3.46 1.03 -3.54
O 3.31 -0.01 -2.90
C 4.67 1.38 -4.25
C 4.73 2.52 -4.98
C 3.59 3.54 -4.97
O 3.55 4.68 -5.63
O 5.79 2.60 -5.70
O 1.39 1.77 -2.64
H 1.69 4.08 -4.19
H 5.48 0.67 -4.18
C -1.34 1.63 -4.84
O -2.44 1.70 -4.01
P -2.21 1.76 -2.42
O -1.28 0.81 -1.78
O -1.88 3.37 -2.21
C -1.00 3.89 -1.27
O -3.68 1.66 -1.75
C -4.77 2.57 -2.01
H -1.09 2.64 -5.18
H -1.55 0.91 -5.62
H -0.47 1.27 -4.29
H -0.27 3.14 -0.95
H -1.52 4.17 -0.35
H -0.45 4.71 -1.74
H -5.77 2.14 -2.11
H -4.58 3.12 -2.93
H -4.97 3.27 -1.19
C 0.78 -4.91 3.09
O 1.29 -3.69 3.51
P 2.38 -2.90 2.63
O 1.81 -2.41 1.32
O 3.04 -1.84 3.63
C 2.25 -0.86 4.24
O 3.58 -3.99 2.44
C 4.55 -3.83 1.36
H 0.92 -5.11 2.03
H -0.31 -4.95 3.21
H 1.15 -5.81 3.58
H 2.86 -0.38 5.00
H 1.40 -1.28 4.76
H 1.98 -0.08 3.53
H 5.50 -3.43 1.73
H 4.19 -3.24 0.51
H 4.64 -4.86 1.03
C -1.35 2.20 4.88
O -0.58 1.87 3.77
P -0.97 0.59 2.80
O -0.14 0.37 1.58
O -2.56 0.72 2.50
C -3.05 1.93 1.95
O -0.95 -0.74 3.74
C -1.42 -1.97 3.24
H -0.86 1.92 5.81
H -2.33 1.74 4.96
H -1.46 3.29 4.83
H -2.33 2.67 1.60
H -3.63 2.50 2.67
H -3.59 1.72 1.03
H -0.89 -2.32 2.36
H -2.49 -1.96 3.03
H -1.21 -2.77 3.96
```

Energy relative to the best compared isomer or geometry (same formula, charge and spin) (kcal/mol): 95.1
Orbital gap (hartree): 0.1173
Total energy (Eh): -4358.8009

For reference, the Löwdin charges in units of e are: 1.12, -0.30, 0.39, -0.27, -0.30, -0.26, 0.53, -0.26, -0.26, -0.21, 0.18, -0.24, -0.26, 0.01, 0.19, -0.28, -0.26, 0.09, 0.13, -0.01, 0.15, 0.16, -0.12, -0.20, 0.50, -0.30, -0.23, -0.12, -0.22, -0.08, 0.09, 0.10, 0.06, 0.07, 0.08, 0.09, 0.09, 0.08, 0.08, -0.12, -0.21, 0.48, -0.35, -0.19, -0.12, -0.22, -0.07, 0.09, 0.09, 0.09, 0.09, 0.09, 0.08, 0.09, 0.08, 0.09, -0.13, -0.21, 0.52, -0.32, -0.22, -0.11, -0.23, -0.10, 0.09, 0.09, 0.09, 0.08, 0.09, 0.08, 0.07, 0.09, 0.09

C15H29N2O4P | ωB97M-V with the def2-TZVPD basis set

```
51
Properties=species:S:1:pos:R:3
C -4.20 -1.44 1.62
C -4.37 -1.14 0.13
C -3.47 -1.95 -0.80
C -1.98 -1.82 -0.49
C -1.07 -2.17 -1.67
C 0.34 -1.53 -1.68
C 1.02 -1.29 -0.32
C 1.38 0.18 0.01
C 0.39 1.04 0.82
O -0.19 0.32 1.88
C -0.66 1.85 0.06
C -0.08 2.88 -0.90
C -0.10 4.31 -0.43
N 0.39 2.60 -2.05
O 1.20 2.04 1.47
C 2.51 1.73 1.42
O 3.35 2.47 1.83
C 2.69 0.35 0.81
C 4.00 0.29 -0.02
N 3.81 -0.30 -1.35
P 2.82 -0.73 2.29
O 2.64 -2.19 2.10
H -3.15 -1.53 1.91
H -4.63 -0.65 2.24
H -4.69 -2.37 1.90
H -5.42 -1.33 -0.13
H -4.21 -0.07 -0.04
H -3.76 -3.00 -0.76
H -3.64 -1.60 -1.83
H -1.76 -0.81 -0.14
H -1.73 -2.49 0.35
H -1.58 -1.89 -2.60
H -0.96 -3.26 -1.71
H 0.98 -2.20 -2.25
H 0.32 -0.59 -2.26
H 0.45 -1.74 0.50
H 1.97 -1.81 -0.31
H 1.56 0.69 -0.94
H -0.83 -0.31 1.52
H -1.24 2.36 0.84
H -1.35 1.22 -0.50
H 0.38 4.40 0.55
H -1.14 4.63 -0.34
H 0.40 4.94 -1.16
H 0.28 1.61 -2.26
H 4.73 -0.35 0.50
H 4.43 1.29 -0.05
H 4.71 -0.55 -1.74
H 3.41 0.38 -1.98
H 4.10 -0.36 2.74
H 1.97 -0.12 3.22
```

Structure (SMILES): [H]/N=C(/C)C[C@]1(O)OC(=O)[C@@](CN)([PH2]=O)[C@H]1CCCCCCC
Orbital gap (hartree): 0.3891
Total energy (Eh): -1340.7982

For reference, the natural (NBO) charges in units of e are: -0.61, -0.39, -0.39, -0.39, -0.40, -0.38, -0.44, -0.24, 0.55, -0.72, -0.53, 0.34, -0.68, -0.63, -0.50, 0.80, -0.55, -0.50, -0.21, -0.84, 1.55, -1.07, 0.19, 0.21, 0.21, 0.21, 0.19, 0.20, 0.20, 0.16, 0.21, 0.20, 0.20, 0.22, 0.18, 0.22, 0.26, 0.23, 0.49, 0.24, 0.23, 0.24, 0.22, 0.24, 0.32, 0.20, 0.20, 0.37, 0.36, -0.09, -0.07